(1)
Below is one molecule with the formula C20H24N2O6S, with properties calculated with ωB97M-V/def2-TZVPD.

```
53
Properties=species:S:1:pos:R:3
C -2.48232 -0.93648 -2.28544
C -1.49999 0.05215 -1.74198
C -1.89313 1.29563 -1.28083
C -0.96091 2.18540 -0.78050
S -1.49270 3.80800 -0.23987
O -0.70872 4.19111 0.89579
O -2.92229 3.80997 -0.15161
N -1.07211 4.84580 -1.45805
C -1.76249 4.78896 -2.72795
C -1.93623 6.20474 -3.27653
C -1.04613 3.89361 -3.74033
C 0.37520 1.85460 -0.71783
C 0.79488 0.61573 -1.17542
C -0.13434 -0.28001 -1.69302
O 0.17953 -1.52349 -2.16832
C 1.53875 -1.87608 -2.28983
C 2.25546 -2.11970 -0.95009
O 3.45365 -1.97936 -0.84797
N 1.40071 -2.51496 0.01846
C 1.66405 -2.82554 1.35891
C 2.94652 -2.80645 1.89857
C 3.13519 -3.15001 3.22184
C 2.06326 -3.50641 4.02963
C 0.76975 -3.48684 3.49753
C 0.58132 -3.15712 2.16413
O -0.33505 -3.78203 4.25283
C -0.07829 -3.77291 5.64046
C 1.21885 -4.52246 5.94053
O 2.30986 -3.87254 5.32826
H -3.46933 -0.49117 -2.36468
H -2.54058 -1.80756 -1.63416
H -2.16126 -1.28489 -3.26539
H -2.93001 1.59278 -1.29514
H -0.08620 5.04289 -1.49926
H -2.74465 4.37158 -2.48652
H -2.42842 6.82734 -2.53571
H -2.53899 6.18597 -4.18036
H -0.96717 6.64035 -3.50955
H -0.93358 2.88300 -3.35471
H -0.05828 4.29482 -3.96082
H -1.61412 3.85078 -4.66586
H 1.07567 2.55755 -0.29685
H 1.83985 0.35738 -1.11280
H 1.54259 -2.81679 -2.85024
H 2.10445 -1.13222 -2.86186
H 0.42505 -2.57470 -0.24791
H 3.78454 -2.53425 1.28071
H 4.12201 -3.15452 3.65508
H -0.42601 -3.15964 1.77678
H -0.93434 -4.25261 6.11680
H 0.01181 -2.73789 5.99697
H 1.42871 -4.54019 7.01084
H 1.13601 -5.55133 5.56327
```

Its gap between HOMO and LUMO is 8.61 eV. The spin multiplicity is 1. The calculation puts the HOMO energy at -8.09 eV. As for the SMILES: Cc1cc(S(=O)(=O)NC(C)C)ccc1OCC(=O)Nc1ccc2c(c1)OCCO2.

The net atomic charges from natural (NBO), expressed in e, are: -0.63 -0.07 -0.18 -0.35 2.33 -0.94 -0.94 -0.87 -0.06 -0.60 -0.62 -0.18 -0.30 0.38 -0.52 -0.17 0.65 -0.60 -0.60 0.14 -0.25 -0.22 0.19 0.30 -0.29 -0.50 -0.10 -0.10 -0.48 0.22 0.22 0.23 0.24 0.40 0.22 0.22 0.21 0.20 0.22 0.20 0.22 0.24 0.23 0.22 0.21 0.41 0.25 0.23 0.22 0.20 0.18 0.20 0.18



(2)
Below is C20H24N2O6S as an isolated structure, with properties calculated with ωB97M-V/def2-TZVPD.

```
53
Properties=species:S:1:pos:R:3
C -4.20466 -3.63319 -0.90902
C -3.11858 -3.38320 -0.39394
C -1.76444 -2.65317 -0.18562
C -1.67801 -1.48200 0.82398
C -0.42982 -0.70493 1.04871
C -0.49579 0.47776 2.08422
C 0.80078 0.65678 2.98752
C 0.59276 0.31311 4.52507
C 0.83229 -1.27004 4.70930
C 0.78018 -1.11317 0.22884
N 2.03406 -0.50035 0.25005
S 2.98962 -1.39578 -0.80706
N 1.94569 -2.56555 -1.39937
C 0.72557 -2.30920 -0.75550
C -0.57893 -3.08045 -0.95242
H -5.23149 -3.98215 -1.18217
H -2.63771 -1.24325 1.37033
H -1.37916 0.25075 2.77021
H -0.76245 1.43832 1.53428
H 1.71214 0.10080 2.63108
H 1.07518 1.77955 2.93861
H 1.42956 0.81416 5.11669
H -0.38630 0.67214 4.95462
H 1.46523 -1.43432 5.63521
H 1.44341 -1.65940 3.83949
H -0.17492 -1.76652 4.80401
H -0.59211 -3.94308 -1.68473
C -2.95011 -0.99313 -5.45565
C -2.79369 -2.44636 -5.06649
C -2.61111 -3.35794 -6.24678
O -3.13985 -4.58851 -5.76421
C -4.09059 -4.26347 -4.84293
O -4.90077 -5.02404 -4.41220
O -3.99611 -2.95154 -4.48350
H -3.08190 -0.37126 -4.56769
H -2.07654 -0.63705 -6.00534
H -3.84013 -0.84941 -6.07358
H -1.98560 -2.55978 -4.33604
H -1.56518 -3.46679 -6.53517
H -3.19243 -3.05263 -7.12206
C 4.10162 6.52805 1.44065
C 4.00061 5.25596 2.25292
C 3.44522 4.09839 1.47304
O 2.84007 3.30612 2.49093
C 2.46120 4.17281 3.47440
O 1.71646 3.89904 4.36333
O 3.04214 5.39440 3.30213
H 4.50727 7.33934 2.04872
H 4.74518 6.38846 0.56982
H 3.11445 6.85340 1.10291
H 4.96878 5.01450 2.70392
H 4.21882 3.53722 0.94816
H 2.67007 4.39058 0.75831
```

Its gap between HOMO and LUMO is 7.57 eV. The spin multiplicity is 1. The calculation puts the HOMO energy at -8.60 eV.

The net atomic charges from natural (NBO), expressed in e, are: -0.19 -0.07 -0.06 -0.19 0.02 -0.44 -0.42 -0.40 -0.63 0.09 -0.59 0.85 -0.58 0.11 -0.21 0.26 0.24 0.22 0.23 0.22 0.23 0.21 0.20 0.21 0.20 0.21 0.25 -0.63 0.06 -0.10 -0.49 0.97 -0.57 -0.49 0.23 0.22 0.22 0.19 0.21 0.18 -0.63 0.06 -0.09 -0.49 0.97 -0.57 -0.49 0.23 0.22 0.22 0.18 0.21 0.18



Computed energies relative to the best structure, in eV: (1) 0.000; (2) 4.508



(1)
Below is one molecule with the formula C4H9NS, with properties calculated with ωB97M-V/def2-TZVPD.

```
15
Properties=species:S:1:pos:R:3
S -0.30586 -1.12555 2.95071
C 0.47389 -0.06225 1.66608
C -0.47011 0.40846 0.55215
N 0.11331 0.86550 -0.66528
C 0.64908 -0.15252 -1.60799
C -0.52522 0.73288 -1.95100
H -0.09670 -2.27464 2.26400
H 0.85010 0.75139 2.31631
H 1.34310 -0.52905 1.16054
H -1.09540 1.24176 0.98775
H -1.21267 -0.46653 0.34870
H 1.60298 0.02712 -2.02463
H 0.36179 -1.14887 -1.34174
H -1.38876 0.19440 -2.04918
H -0.29952 1.53789 -2.60643
```

Its gap between HOMO and LUMO is 10.01 eV. The spin multiplicity is 1. The calculation puts the HOMO energy at -9.07 eV. As for the SMILES: SCCN1CC1.

The net atomic charges from natural (NBO), expressed in e, are: -0.04 -0.52 -0.23 -0.41 -0.27 -0.24 0.12 0.22 0.22 0.20 0.15 0.20 0.18 0.19 0.20



(2)
Below is one molecule with the formula C4H9NS, with properties calculated with ωB97M-V/def2-TZVPD.

```
15
Properties=species:S:1:pos:R:3
C -0.10763 2.14799 1.16817
C -1.09139 1.86838 0.04727
C -0.45568 1.24454 -1.21903
C 0.26490 -0.09939 -1.00611
N -0.08242 -0.82884 -0.04845
S 0.76259 -2.24927 0.37050
H 0.45149 1.24414 1.43544
H -0.66843 2.50688 2.01396
H 0.60687 2.97311 0.85621
H -1.86464 1.21706 0.45702
H -1.59482 2.77702 -0.29368
H -1.27151 1.11094 -1.88325
H 0.21793 1.93495 -1.68282
H 1.01472 -0.36906 -1.73509
H -0.17739 -2.57402 1.30154
```

Its gap between HOMO and LUMO is 9.84 eV. The spin multiplicity is 1. The calculation puts the HOMO energy at -8.86 eV. As for the SMILES: CCC/C=N/S.

The net atomic charges from natural (NBO), expressed in e, are: -0.61 -0.39 -0.45 0.12 -0.57 0.17 0.22 0.21 0.19 0.21 0.20 0.22 0.21 0.15 0.12



(3)
Below is a 2-piece molecular cluster, C4H9NS overall, with properties calculated with ωB97M-V/def2-TZVPD.

```
15
Properties=species:S:1:pos:R:3
C 1.24732 0.98861 1.46369
N 0.88273 0.34127 0.43084
C -0.38669 0.37664 -0.11747
C -1.63930 0.35850 0.36108
C -0.19340 0.51422 -1.63837
H 2.19923 0.89298 1.96798
H 0.70863 1.77662 1.95004
H -1.93918 0.13995 1.37338
H -2.48632 0.45500 -0.25444
H 0.77384 0.87856 -1.90053
H -0.92235 1.32843 -2.10941
H -0.43438 -0.47814 -2.20533
S 0.99358 -3.00219 0.35341
H 1.21873 -1.73153 0.88907
H -0.02245 -2.83892 -0.56392
```

Its gap between HOMO and LUMO is 9.43 eV. The spin multiplicity is 1. The calculation puts the HOMO energy at -9.02 eV. As for the SMILES: C=NC(=C)C.S.

The net atomic charges from natural (NBO), expressed in e, are: 0.00 -0.43 0.14 -0.44 -0.64 0.17 0.15 0.20 0.20 0.22 0.21 0.22 -0.35 0.18 0.15



Computed energies relative to the best structure, in eV: (1) 0.903; (2) 0.000; (3) 1.425



(1)
Below is one molecule with the formula C4H9NS, with properties calculated with ωB97M-V/def2-TZVPD.

```
15
Properties=species:S:1:pos:R:3
C 1.24574 -0.05639 -1.36433
C 0.11684 0.54806 -0.49006
S 0.60774 1.67925 0.78722
C -0.65518 -0.67144 0.11619
C -0.64859 -0.95325 1.52675
N -1.82024 -0.43074 0.92277
H 0.79562 -0.48242 -2.25603
H 1.99475 0.67353 -1.71359
H 1.82817 -0.84253 -0.82969
H -0.57199 1.08380 -1.19999
H 0.50701 2.77461 0.00454
H -0.82200 -1.48407 -0.58216
H 0.06823 -0.42093 2.16392
H -0.70981 -1.98407 1.77852
H -1.93628 0.56659 1.13593
```

Its gap between HOMO and LUMO is 10.09 eV. The spin multiplicity is 1. The calculation puts the HOMO energy at -9.34 eV. As for the SMILES: C[C@H](S)[C@H]1CN1.

The net atomic charges from natural (NBO), expressed in e, are: -0.62 -0.37 -0.03 -0.09 -0.27 -0.58 0.21 0.22 0.21 0.22 0.13 0.20 0.20 0.19 0.36



(2)
Below is a 2-piece molecular cluster, C4H9NS overall, with properties calculated with ωB97M-V/def2-TZVPD.

```
15
Properties=species:S:1:pos:R:3
C 0.33188 -0.83364 -0.75863
C -1.99869 0.16040 -0.44299
C -0.12522 0.71944 1.20132
C -0.62582 -0.16503 0.09564
N 2.90947 -0.17675 -0.04627
S -0.26049 -1.99019 0.32398
H 0.54350 -0.90205 -1.80144
H -2.26556 -0.50515 -1.26082
H -2.00604 1.18591 -0.80784
H -2.75055 0.06977 0.33949
H 0.85197 0.37824 1.54088
H -0.82555 0.74172 2.03736
H -0.01777 1.73217 0.81557
H 2.92962 0.57789 -0.73351
H 3.30925 -0.99273 -0.50276
```

Its gap between HOMO and LUMO (spin up / spin down) is 9.69 / 7.35 eV. The spin multiplicity is 1. The calculation puts the HOMO energy (spin up / spin down) at -9.42 / -7.47 eV.

The net atomic charges from natural (NBO), expressed in e, are: -0.31 -0.63 -0.63 -0.09 -0.71 0.20 0.22 0.22 0.22 0.22 0.25 0.21 0.21 0.30 0.30



Computed energies relative to the best structure, in eV: (1) 0.000; (2) 2.665